No. 1
{
  "formula": "C20H42Cl30N2O3",
  "method": "ωB97M-V with the def2-TZVPD basis set",
  "max_force_ha_per_bohr": 0.0126,
  "species": ["Cl", "Cl", "Cl", "Cl", "Cl", "Cl", "Cl", "Cl", "Cl", "Cl", "Cl", "Cl", "Cl", "Cl", "Cl", "Cl", "Cl", "Cl", "Cl", "Cl", "Cl", "Cl", "Cl", "Cl", "Cl", "Cl", "Cl", "Cl", "Cl", "Cl", "O", "O", "O", "N", "N", "C", "C", "C", "C", "C", "C", "C", "C", "C", "C", "C", "C", "C", "C", "C", "C", "C", "C", "C", "C", "H", "H", "H", "H", "H", "H", "H", "H", "H", "H", "H", "H", "H", "H", "H", "H", "H", "H", "H", "H", "H", "H", "H", "H", "H", "H", "H", "H", "H", "H", "H", "H", "H", "H", "H", "H", "H", "H", "H", "H", "H", "H"],
  "coordinates": [[3.1602, -7.7112, 1.8182], [-0.8696, 6.9504, -2.9783], [-6.5200, 4.2795, -1.9626], [7.4968, -8.1280, 6.3898], [0.2632, -10.8021, 3.7845], [1.0848, 1.7516, 1.5836], [-1.2487, -5.1782, 1.2530], [-3.5555, 10.7451, -2.3019], [-1.6535, 5.8818, -7.8514], [-0.8789, 0.3449, -1.7342], [-4.7142, -11.6294, 4.7777], [-2.9425, 7.6131, -5.8656], [0.5427, 3.5642, -0.6476], [-6.2403, 6.8792, 1.7821], [-0.9920, 11.8472, 0.2553], [1.8425, 7.0657, -1.8475], [-8.1420, 4.6132, -5.8808], [-2.9221, 2.2694, -2.5466], [5.1618, -9.8626, 6.7768], [-0.6639, 8.9509, 0.5788], [7.1196, -0.1304, 1.3620], [-3.9224, 5.2981, -2.8152], [-3.0445, -3.2334, 2.5154], [-4.5399, 4.5145, 2.1152], [1.6226, -9.7138, 0.3181], [7.6833, 2.6361, 0.5610], [-5.4180, 5.6579, -6.1200], [-2.8739, -12.6907, 6.8014], [2.7124, -11.3832, 5.2785], [-4.3541, 8.3724, -0.7575], [2.0061, -2.7376, -1.5844], [5.0800, -4.2562, 1.4343], [1.7076, -1.3913, 0.1973], [2.0805, -3.6481, 0.5689], [2.9584, -0.6623, 0.2273], [-3.4375, 8.9862, -2.1491], [1.5936, -8.5138, 1.6156], [-3.1869, -11.3981, 5.6372], [7.9532, 1.3727, 1.7690], [0.8035, 7.5026, -3.2017], [-0.1313, 2.7323, 0.7532], [-6.1107, 5.1240, 1.5743], [-1.3679, -3.7001, 2.2299], [4.5724, 0.5846, -1.0547], [1.9510, -2.6019, -0.3941], [-1.7048, 10.3524, 0.8678], [1.6378, -11.9073, 3.9843], [5.8061, -8.4243, 5.9733], [-2.4327, 0.5694, -2.5453], [3.1054, 0.1507, -0.9882], [4.4717, -4.1241, 0.1492], [-2.2319, 6.0249, -6.1874], [-6.8330, 5.0459, -6.9870], [-5.6558, 5.6234, -2.7153], [3.0514, -4.6709, 0.1299], [-6.8836, 4.6578, 2.1732], [5.7352, -8.5712, 4.9024], [-6.2209, 4.8663, 0.5281], [5.2201, -7.5688, 6.2849], [5.0879, -4.7197, -0.5282], [-7.1857, 5.8211, -7.6558], [1.1678, -4.0998, 0.5917], [-6.5389, 4.1618, -7.5388], [2.8558, -0.4541, -1.8576], [0.7908, 8.5819, -3.2936], [-5.7972, 6.5070, -2.1039], [4.7162, 1.2978, -1.8660], [2.8073, -0.0116, 0.9917], [-1.3959, 5.8825, -5.5148], [5.1994, -0.2961, -1.2075], [4.8500, 1.0423, -0.1013], [7.5778, 1.7258, 2.7214], [-0.8907, -3.8849, 3.1840], [-2.3825, -11.3899, 4.9130], [9.0160, 1.1722, 1.8234], [1.1951, 7.0429, -4.1012], [2.8166, -5.0870, -0.8561], [-1.8668, 10.4561, 1.9336], [4.4920, -3.0743, -0.1658], [-2.6413, 10.1873, 0.3507], [1.3504, -9.0279, 2.5390], [2.1948, -11.9157, 3.0545], [-0.9129, 2.0657, 0.4113], [-3.1816, -0.0045, -2.0133], [-0.5214, 3.4698, 1.4439], [-6.0312, 5.7716, -3.7205], [0.8516, -7.7606, 1.3753], [-0.8699, -2.8971, 1.6987], [-3.2319, -10.4572, 6.1716], [-2.9948, 5.2732, -6.0193], [-2.3958, 8.7105, -2.0260], [3.0133, -5.4955, 0.8449], [-3.8436, 8.5289, -3.0442], [4.6005, -3.6876, 2.0475], [1.2499, -12.8926, 4.2115], [2.4599, 1.0376, -0.9588], [-2.3416, 0.2305, -3.5700]]
}

No. 2
{
  "formula": "C20H42ClF4MgN7NaO14S4",
  "method": "ωB97M-V with the def2-TZVPD basis set",
  "max_force_ha_per_bohr": 0.1153,
  "charge": 1,
  "species": ["Cl", "S", "S", "S", "S", "Mg", "Na", "F", "F", "F", "F", "O", "O", "O", "O", "O", "O", "O", "O", "O", "O", "O", "O", "O", "O", "N", "N", "N", "N", "N", "N", "N", "C", "C", "C", "C", "C", "C", "C", "C", "C", "C", "C", "C", "C", "C", "C", "C", "C", "C", "C", "C", "H", "H", "H", "H", "H", "H", "H", "H", "H", "H", "H", "H", "H", "H", "H", "H", "H", "H", "H", "H", "H", "H", "H", "H", "H", "H", "H", "H", "H", "H", "H", "H", "H", "H", "H", "H", "H", "H", "H", "H", "H", "H"],
  "coordinates": [[-2.6233, -8.2904, -0.2121], [-3.0622, -6.0946, -2.9743], [-0.1829, 2.5127, -3.0892], [-3.4496, 2.7081, 0.3734], [0.1744, 0.9955, -5.1763], [0.8074, -7.0526, -3.4730], [-2.1778, 4.9684, -2.4659], [1.2815, 2.0747, -5.5615], [-1.4531, 3.3098, -2.5039], [-3.3168, -7.0351, -1.4772], [-1.8437, -1.8216, -4.7586], [4.8803, 2.6978, 0.4917], [-0.3212, 0.6261, -6.4621], [3.0284, 3.9263, 0.0457], [-0.2574, 0.3135, 3.2831], [-0.9824, 6.4965, 4.9131], [-3.5850, 3.3755, -0.9061], [-1.9247, -6.7403, -3.6709], [0.1445, 1.6900, -1.9623], [-4.2650, -6.2438, -3.7999], [0.7087, 3.6084, -3.3552], [3.6294, -3.4592, 0.9324], [4.0981, 4.3008, 1.8935], [-3.4367, 1.2673, 0.4854], [0.9402, -0.0162, -4.5000], [-1.7259, -2.3323, -2.6378], [4.7128, -3.7008, -1.0482], [-3.0984, -1.2144, -1.0716], [-2.7629, -4.4267, -2.5718], [5.5505, -2.3185, 0.5760], [-3.4350, -3.6125, -1.7148], [-0.8611, 1.8231, -4.3161], [-2.8273, -2.3539, -1.7468], [-3.8690, 4.0954, 2.6048], [-4.6622, 3.3795, 1.5068], [-2.0135, 3.3665, 1.2049], [0.7679, -3.3294, -3.7052], [2.8820, 3.2090, -1.1854], [-0.6166, -3.9916, -4.0807], [4.5688, -3.1772, 0.2036], [-0.1047, 5.6359, 5.6310], [1.4270, -4.9707, -1.8334], [1.1384, -3.4744, -2.1745], [-1.7383, -3.6418, -3.0899], [-2.5471, 4.5604, 1.9881], [1.5216, -6.0943, -1.3517], [4.0828, 3.5540, 0.7792], [1.6673, -1.0057, 2.5027], [5.1787, 4.0101, 2.7784], [-1.8229, -1.5797, 3.3368], [0.8939, -0.4225, 3.6752], [-1.2464, -0.4049, 2.5653], [1.4937, -6.9859, -0.6680], [1.5784, -3.8477, -4.3042], [3.7475, 3.3707, -1.8300], [-1.8383, 4.8889, 2.7495], [-2.2537, -1.2406, 4.2819], [1.9729, -0.2113, 1.8159], [2.0867, -2.8752, -2.0041], [0.6199, -1.2010, 4.3941], [-1.2518, 3.6362, 0.4739], [6.3297, -2.0732, -0.0067], [-0.4160, -5.1002, -4.1906], [5.1239, 2.9776, 3.1272], [-3.9392, -0.6497, -1.1602], [-2.3767, -0.8874, -0.4220], [2.7348, 2.1451, -0.9956], [6.1365, 4.2021, 2.2929], [-1.0632, -2.3263, 3.5738], [0.7460, -2.2251, -3.9643], [2.0031, 3.5929, -1.6896], [-2.0489, 0.3041, 2.3512], [1.0696, -1.7186, 1.9327], [-5.2946, 4.0737, 0.9523], [-2.7311, 5.4015, 1.3118], [-1.5834, 6.8903, 5.5559], [5.4767, -3.4813, -1.6611], [-0.6799, 4.8541, 6.1336], [-4.4366, 4.9295, 3.0191], [-2.6051, -2.0704, 2.7525], [0.5876, 5.1765, 4.9265], [-0.9238, -3.5466, -5.0838], [2.5588, -1.5279, 2.8550], [0.3837, -3.0765, -1.4453], [5.4797, -1.9109, 1.4927], [-0.8499, -0.7256, 1.5941], [-3.6635, 3.4000, 3.4233], [-4.2399, -3.8411, -1.1211], [5.0882, 4.6715, 3.6390], [4.0061, -4.3423, -1.3600], [-1.6330, 2.5937, 1.8760], [1.5406, 0.2758, 4.2101], [0.4599, 6.2126, 6.3671], [-5.2669, 2.5680, 1.9098]]
}

| no. | energy (hartree) | HOMO-LUMO gap (Eh) | highest occupied orbital energy (eV) |
| --- | --- | --- | --- |
| 1 | -14928.12911 | 0.3576 | -9.6 |
| 2 | -5038.04461 | 0.0991 | -9.8 |